[1]
Formula: C4H9NO
Source: the Open Molecules 2025 dataset
Level of theory: wB97M-V/def2-TZVPD

Element x y z (Å)
C (-1.93, 0.00, 2.17)
C (-2.15, 0.08, 0.84)
N (-1.60, 1.19, 0.21)
H (-1.58, 0.84, 2.76)
H (-2.03, -1.01, 2.53)
H (-2.56, -0.75, 0.31)
H (-0.60, 1.38, 0.57)
H (-1.50, 0.98, -0.79)
C (2.21, -0.91, -0.96)
C (1.80, 0.35, -1.57)
O (0.64, 0.51, -1.93)
H (2.07, -1.68, -1.71)
H (1.51, -1.09, -0.11)
H (3.23, -1.06, -0.61)
H (2.47, 1.17, -1.70)

Calculated values
E_LUMO: 0.83 eV
Energy relative to the best compared isomer or geometry (same formula, charge and spin): 60.9 kcal per mole
HOMO level: -8.019 eV
SMILES: C=CN.CC=O
Strongest force on any atom: 3.6 eV/A
Gap between HOMO and LUMO: 8.85 eV

=====

[2]
Formula: C43H43N6O2PPbS2Se
Source: the Open Molecules 2025 dataset
Level of theory: wB97M-V/def2-TZVPD

Element x y z (Å)
Pb (0.63, 0.40, 0.10)
N (0.66, 2.64, 1.51)
C (-0.24, 3.71, 1.04)
C (0.23, 4.34, -0.27)
C (-0.13, 3.57, -1.54)
N (0.73, 2.40, -1.74)
H (0.35, 2.27, 2.40)
H (1.61, 2.97, 1.62)
H (-0.35, 4.50, 1.80)
H (-1.22, 3.26, 0.88)
H (1.32, 4.48, -0.23)
H (-0.22, 5.34, -0.34)
H (-0.09, 4.26, -2.39)
H (-1.16, 3.20, -1.47)
H (1.68, 2.67, -1.98)
H (0.35, 1.82, -2.49)
O (-3.46, 2.62, -0.83)
C (-3.34, 1.70, -0.02)
O (-2.50, 0.74, -0.01)
C (-4.24, 1.65, 1.19)
C (-5.51, 2.21, 1.21)
C (-6.31, 2.09, 2.33)
C (-5.82, 1.43, 3.46)
C (-4.54, 0.90, 3.46)
C (-3.73, 1.00, 2.32)
P (-2.02, 0.29, 2.18)
C (-2.41, -1.49, 1.94)
C (-1.39, -2.43, 2.13)
C (-1.62, -3.78, 1.92)
C (-2.87, -4.22, 1.50)
C (-3.88, -3.29, 1.28)
C (-3.65, -1.94, 1.49)
C (-1.68, 0.30, 4.05)
C (-1.47, -0.77, 4.91)
C (-1.08, -0.56, 6.24)
C (-0.90, 0.72, 6.72)
C (-1.11, 1.81, 5.87)
C (-1.48, 1.59, 4.56)
H (-5.87, 2.72, 0.32)
H (-7.31, 2.50, 2.34)
H (-6.44, 1.33, 4.34)
H (-4.17, 0.40, 4.34)
H (-0.40, -2.10, 2.42)
H (-0.81, -4.49, 2.07)
H (-3.05, -5.28, 1.32)
H (-4.85, -3.62, 0.92)
H (-4.44, -1.23, 1.30)
H (-1.62, -1.78, 4.56)
H (-0.92, -1.42, 6.88)
H (-0.59, 0.88, 7.75)
H (-0.97, 2.82, 6.24)
H (-1.62, 2.44, 3.90)
S (3.30, 0.71, -0.30)
C (4.09, 0.36, 1.22)
C (5.48, 0.55, 1.27)
C (6.24, 0.32, 2.41)
C (7.65, 0.59, 2.40)
N (8.78, 0.81, 2.39)
C (5.59, -0.13, 3.57)
C (4.22, -0.34, 3.54)
C (3.44, -0.10, 2.40)
S (1.72, -0.41, 2.53)
C (6.33, -0.39, 4.78)
N (6.90, -0.61, 5.76)
H (5.98, 0.90, 0.38)
H (3.72, -0.69, 4.43)
C (3.15, -2.99, -0.02)
C (1.74, -3.16, -0.47)
N (0.83, -2.21, -0.55)
C (-0.33, -2.81, -1.00)
C (-0.12, -4.13, -1.20)
N (1.21, -4.34, -0.86)
H (3.66, -2.27, -0.65)
H (3.68, -3.94, -0.05)
H (3.17, -2.60, 1.00)
H (-1.22, -2.22, -1.17)
H (-0.76, -4.92, -1.55)
H (1.70, -5.22, -0.92)
C (2.00, -0.56, -8.93)
C (1.32, -0.43, -7.59)
C (1.54, -1.35, -6.57)
C (0.90, -1.25, -5.33)
C (1.20, -2.26, -4.26)
C (-0.02, -0.20, -5.09)
Se (-0.94, -0.09, -3.41)
C (-0.23, 0.74, -6.12)
C (-1.15, 1.92, -5.93)
C (0.43, 0.61, -7.34)
H (2.71, -1.39, -8.92)
H (2.55, 0.35, -9.18)
H (1.28, -0.74, -9.73)
H (2.24, -2.16, -6.73)
H (1.97, -2.97, -4.60)
H (0.30, -2.81, -3.99)
H (1.54, -1.77, -3.35)
H (-1.90, 1.71, -5.18)
H (-1.63, 2.20, -6.88)
H (-0.58, 2.79, -5.58)
H (0.24, 1.34, -8.12)

Calculated values
E_LUMO: 4.04 eV
Net charge: -2
Energy relative to the best compared isomer or geometry (same formula, charge and spin): 2.8 kcal per mole
HOMO level: -1.598 eV
Strongest force on any atom: 1.0 eV/A
Gap between HOMO and LUMO: 5.63 eV

=====

[3]
Formula: C3H6FeMgO4S
Source: the Open Molecules 2025 dataset
Level of theory: wB97M-V/def2-TZVPD

Element x y z (Å)
Fe (-0.38, 1.40, 0.76)
S (2.08, 0.47, -0.52)
O (2.20, -0.99, 0.26)
O (1.58, 1.57, 0.55)
O (-1.50, 1.44, -0.76)
C (-2.27, 0.35, -1.14)
C (-2.44, -0.79, -0.15)
O (-1.22, -1.24, 0.44)
C (-0.83, -0.46, 1.68)
Mg (0.51, -1.58, -0.41)
H (-1.83, -0.09, -2.06)
H (-3.30, 0.67, -1.39)
H (-2.86, -1.67, -0.67)
H (-3.13, -0.51, 0.67)
H (0.00, -1.06, 2.09)
H (-1.67, -0.62, 2.38)

Calculated values
E_LUMO (alpha / beta): -5.91 / -6.59 eV
2S+1: 6
Net charge: +1
Energy relative to the best compared isomer or geometry (same formula, charge and spin): 13.9 kcal per mole
HOMO level (alpha / beta): -12.344 / -12.810 eV
Strongest force on any atom: 4.2 eV/A
Gap between HOMO and LUMO (alpha / beta): 6.43 / 6.22 eV

=====

[4]
Formula: C3H4O4Ru
Source: the Open Molecules 2025 dataset
Level of theory: wB97M-V/def2-TZVPD

Element x y z (Å)
O (0.91, 2.19, -0.65)
O (1.44, -0.32, 0.67)
C (0.51, -1.32, 0.56)
C (-0.53, -0.96, -0.52)
O (-0.11, 0.26, -1.12)
C (0.11, 1.27, -0.23)
H (0.96, -2.31, 0.29)
H (-0.09, -1.43, 1.50)
H (-1.51, -0.79, -0.05)
H (-0.58, -1.74, -1.30)
O (-0.89, 1.64, 0.50)
Ru (-0.22, 3.51, 0.35)

Calculated values
E_LUMO (alpha / beta): 0.56 / -2.90 eV
2S+1: 7
HOMO level (alpha / beta): -6.494 / -9.023 eV
Strongest force on any atom: 5.1 eV/A
Gap between HOMO and LUMO (alpha / beta): 7.06 / 6.12 eV